21
Properties=species:S:1:pos:R:3:forces:R:3 method="wB97M-V/def2-TZVPD" spin_multiplicity=2 gap_ev="4.293 / 7.330" charge=-1
O 1.448528 1.844751 0.134684 0.762 -0.540 0.795
C 1.856260 1.054707 1.026954 -1.011 0.413 -0.464
C 1.032994 0.045771 1.608434 0.698 -0.115 0.805
O -0.123963 -0.213597 0.858179 -0.604 -0.703 -0.088
C -0.047705 -1.337378 -0.013866 0.260 0.386 0.292
C -0.973325 -1.101489 -1.177692 -0.259 0.014 -0.132
O -0.585309 0.109173 -1.802913 0.084 -0.367 -0.433
C -1.212640 0.326789 -3.053827 -0.096 0.024 0.055
Cu -0.672259 1.722404 -0.250401 -0.142 0.605 0.033
H 2.867806 1.182636 1.451772 -0.092 0.035 -0.016
H 0.576113 0.446484 3.040777 -0.309 0.863 1.944
H -0.339277 -2.252668 0.522355 0.029 0.066 -0.062
H 0.985178 -1.453141 -0.373593 -0.131 0.025 -0.001
H -2.022516 -1.024472 -0.842735 0.231 0.001 -0.037
H -0.891189 -1.941830 -1.884562 -0.005 0.058 0.038
H -0.950484 1.339114 -3.381801 -0.089 -0.269 0.154
H -0.851051 -0.406804 -3.789928 -0.067 0.040 0.062
H -2.307969 0.247147 -2.961951 0.232 0.076 -0.037
H 1.559509 -0.852522 1.973657 -0.204 0.247 -0.151
O 0.209600 0.681529 4.340267 0.630 -0.970 -2.407
H 0.441699 1.583395 4.576188 0.084 0.110 -0.349

17
Properties=species:S:1:pos:R:3:forces:R:3 method="wB97M-V/def2-TZVPD" smiles=CC(C)(C)CF spin_multiplicity=1 gap_ev=11.629 relative_energy_kcal_mol=26.7 charge=0
C 0.106859 -1.213560 -0.881695 0.483 1.047 -3.684
C 0.119462 -0.010824 0.016835 -3.658 0.641 -1.975
C 0.175550 1.254922 -0.808888 2.360 0.492 -1.250
C 1.144578 -0.098783 0.996751 1.958 0.000 2.857
C -1.312333 0.067468 0.755093 2.183 -2.467 1.841
H 1.117127 -1.487127 -1.329536 -1.088 0.801 0.340
H -0.171232 -2.061254 -0.402890 -0.878 -2.681 2.003
H -0.674881 -1.140658 -1.721602 1.314 0.209 1.004
H 0.216505 1.073430 -1.873950 -0.162 -0.330 -0.333
H -0.671868 1.793445 -0.635210 -2.483 1.669 0.190
H 0.987976 2.010257 -0.687233 -0.099 -0.934 0.626
H 0.805715 0.431383 1.909103 0.495 -0.226 -0.119
H 1.257942 -1.158693 1.224623 0.488 0.069 0.526
H 2.108529 0.352594 0.695314 -0.442 -0.429 0.044
H -1.388025 1.007668 1.237362 0.162 1.052 0.748
H -1.442312 -0.774563 1.542325 0.634 1.207 -1.019
F -2.379591 -0.045702 -0.036410 -1.267 -0.120 -1.799

18
Properties=species:S:1:pos:R:3:forces:R:3 method="wB97M-V/def2-TZVPD" spin_multiplicity=1 gap_ev=10.913 relative_energy_kcal_mol=90.6 charge=+1
C 2.657887 0.117437 -0.588286 -0.708 3.109 2.591
C 2.017892 -0.594493 0.613082 -0.817 -0.131 -1.537
C 1.276788 0.445401 -0.138584 -3.734 -2.560 -1.391
C -2.029056 0.088084 0.986229 0.545 0.081 -1.827
C -0.465781 -0.083126 -0.950351 3.690 0.149 2.462
N -1.529409 0.710782 -0.331004 0.805 1.051 0.740
F 1.008006 1.665946 0.342297 0.055 0.665 0.513
H 3.194955 1.123076 -0.304618 -0.165 -2.476 -1.004
H 2.806642 -0.463424 -1.436031 0.697 -0.491 -1.480
H 1.738905 -1.637863 0.537755 -0.245 -0.024 -0.934
H 2.264031 -0.513650 1.603109 1.123 1.202 2.276
H -1.963195 -1.000843 0.696362 -0.870 1.145 0.949
H -1.324953 0.308141 1.785372 -0.200 0.117 -0.030
H -3.010957 0.568245 1.065010 0.138 -0.840 0.810
H -0.531384 -1.139273 -0.668879 -0.191 0.390 -0.682
H -0.350334 0.216072 -1.938577 0.093 -0.114 -1.853
H -2.344532 0.929040 -0.888374 -0.397 -0.965 -0.789
H -1.148330 1.674890 -0.319674 0.181 -0.305 1.187

19
Properties=species:S:1:pos:R:3:forces:R:3 method="wB97M-V/def2-TZVPD" smiles=FO[C@@H]1CCCC[NH2+]1 spin_multiplicity=1 gap_ev=11.958 relative_energy_kcal_mol=90.8 charge=+1
C 1.081285 1.191245 0.380573 -3.107 -1.980 1.066
C 1.667717 -0.133215 -0.116805 3.237 1.609 -0.508
C -0.328524 1.327960 -0.251049 -0.310 1.665 1.049
C 0.853329 -1.380577 -0.012005 -1.982 2.336 -0.077
C -1.203271 0.153716 0.238276 -2.284 2.373 -5.154
N -0.716220 -1.143385 -0.323866 0.823 -2.023 -0.087
O -2.624088 0.449679 -0.395033 3.080 -0.829 1.390
F -3.522684 -0.220571 0.459823 -0.045 -0.202 0.005
H 0.854088 1.199208 1.478327 0.834 -0.008 -0.663
H 1.629942 2.034499 0.104384 1.237 1.079 -0.262
H 2.041962 0.106371 -1.182231 -0.543 -0.808 1.516
H 2.605479 -0.303320 0.554160 -1.354 -0.044 -1.478
H -0.765521 2.358221 0.109618 0.425 -2.213 -0.747
H -0.212676 1.376038 -1.345476 -0.483 -0.236 0.268
H 1.113479 -2.113789 -0.688210 0.732 -1.596 -1.323
H 0.933116 -1.712280 0.966119 -0.344 -0.966 1.871
H -1.358624 0.108137 1.264201 -0.088 -0.383 1.838
H -0.782068 -1.383036 -1.371360 -0.470 1.513 1.713
H -1.266718 -1.914905 0.130545 0.642 0.715 -0.415

19
Properties=species:S:1:pos:R:3:forces:R:3 method="wB97M-V/def2-TZVPD" spin_multiplicity=3 gap_ev="7.182 / 10.553" relative_energy_kcal_mol=0.0 charge=+1
C 0.032557 -0.805613 1.511696 0.266 -2.588 -2.727
C 0.086199 -1.919036 0.256181 -2.265 -1.172 3.781
C 0.541849 0.408298 1.072648 2.204 1.609 -1.184
C 0.102180 -1.179612 -1.849228 -0.137 2.504 -6.167
C -0.264161 1.937790 -0.718918 -1.100 -0.769 -2.378
N -0.340912 1.446510 0.637556 -1.524 1.760 3.334
O -0.602836 -1.617367 -0.884580 -2.098 0.348 2.105
F 1.421821 -1.043610 -1.743835 0.489 0.249 0.616
H -0.993259 -0.764544 1.647861 -2.044 0.056 1.239
H 0.635572 -1.193751 2.294086 0.135 -0.768 0.873
H 1.072746 -2.050018 0.015987 2.391 -0.953 -0.046
H -0.483903 -2.811387 0.633027 1.230 0.616 0.090
H 1.577004 0.570962 0.787050 -0.130 0.052 0.166
H -0.387144 -0.374827 -2.516419 0.944 -1.454 0.997
H 0.673085 2.325607 -1.061714 0.783 0.002 0.495
H -0.530894 1.060716 -1.327261 0.372 0.467 0.021
H -1.025679 2.667412 -0.967010 -0.185 0.283 0.591
H -1.322497 1.116269 0.850741 1.042 0.511 -0.477
H -0.191727 2.226200 1.362132 -0.374 -0.754 -1.329

22
Properties=species:S:1:pos:R:3:forces:R:3 method="wB97M-V/def2-TZVPD" spin_multiplicity=1 gap_ev=4.468 charge=+1
O 1.324224 0.907165 0.356256 1.153 5.303 -2.623
C 1.383997 2.035774 -0.204708 -1.472 -3.215 1.754
O 0.240858 2.631644 -0.793554 2.829 -0.366 1.736
C 2.770381 2.887683 -0.235036 -0.723 1.044 -0.226
S 4.030427 1.734969 0.570370 0.479 -1.160 -1.331
F 5.435079 1.703399 -0.331762 -2.502 1.143 2.007
H 0.000300 3.395260 -0.216091 -0.076 -0.416 -0.660
H 3.083082 3.172343 -1.304372 -0.241 -0.659 1.578
H 2.653764 3.866963 0.373068 0.326 -1.674 -0.922
H 4.281902 2.313921 1.825744 0.513 0.297 -1.320
C -0.769507 -1.312683 0.224057 0.172 0.077 0.132
C -2.225074 -1.122680 0.554672 -0.614 0.213 0.226
O -2.626832 -0.148460 1.179198 0.277 -0.054 -0.114
N -3.105765 -2.072099 0.138576 0.418 0.334 0.117
C -2.834122 -3.284558 -0.604113 -0.506 0.049 0.110
H -0.198124 -0.473643 0.623099 -0.470 -0.364 -0.066
H -0.396765 -2.233033 0.679708 0.021 -0.040 -0.204
H -0.630239 -1.342060 -0.859166 0.082 -0.167 0.049
H -4.062400 -1.873435 0.398533 0.128 -0.048 -0.040
H -3.404880 -3.251098 -1.534560 0.166 -0.234 -0.068
H -3.173761 -4.134319 -0.008236 0.149 -0.154 -0.206
H -1.776544 -3.401054 -0.831684 -0.109 0.091 0.073

18
Properties=species:S:1:pos:R:3:forces:R:3 method="wB97M-V/def2-TZVPD" spin_multiplicity=1 gap_ev=9.559 relative_energy_kcal_mol=98.4 charge=0
C 0.644466 -0.760282 1.695847 -2.855 -0.789 4.037
C -0.030976 0.426029 0.911416 4.957 1.234 2.034
C -0.169286 0.397483 -0.506664 -3.392 -1.868 -3.201
C -1.472596 -0.354628 -0.799157 -0.103 -1.986 -4.171
C 0.968386 -0.240674 -1.270178 2.302 0.534 -0.402
H 0.774501 -0.422776 2.806870 -0.756 0.273 -1.660
H -0.389330 -1.476740 1.936455 3.644 0.838 -1.027
H 1.734355 -1.158136 1.733708 -2.140 0.144 -1.819
H -0.913473 0.784062 1.423401 0.066 0.181 0.136
H 0.769932 1.174435 0.727985 0.021 0.666 2.547
H -1.267420 -0.586927 -1.996070 -1.752 0.604 2.558
H -2.407177 0.238469 -0.589148 1.113 -0.657 -0.406
H -1.572105 -1.430023 -0.414760 0.482 1.676 0.042
H -0.286179 2.980509 0.193432 -0.375 -1.967 -3.641
H 0.965187 -0.224821 -2.328754 -0.884 1.800 -1.303
H 1.975812 0.115578 -0.996128 -0.503 0.618 0.371
F 1.132140 -1.598169 -1.223156 -0.721 -2.132 1.639
S -0.456237 2.136609 -1.305100 0.895 0.831 4.266

21
Properties=species:S:1:pos:R:3:forces:R:3 method="wB97M-V/def2-TZVPD" spin_multiplicity=6 gap_ev="6.197 / 3.529" charge=+2
O -1.475324 -0.770003 -0.070670 0.527 -0.258 1.479
Fe -1.486916 -2.620498 0.295887 0.049 -0.125 -0.127
O -1.094257 -2.772343 2.133198 -0.567 -0.077 -0.889
C -1.225960 -1.522984 2.719252 0.328 1.199 1.577
C -0.245066 -0.505584 2.151302 -0.064 0.488 0.178
O -0.176214 -0.618541 0.681283 -0.833 -1.164 -0.653
C 0.647875 0.410925 0.066559 1.365 1.651 -0.306
H -1.008330 -1.546311 3.804411 -0.145 -0.307 -0.390
H -2.248491 -1.110767 2.623416 0.008 -0.448 -0.250
H 0.786153 -0.713661 2.459586 -0.197 0.000 -0.132
H -0.524393 0.526501 2.400249 -0.060 -0.332 0.070
H 1.638230 0.253827 0.506738 -0.194 -0.192 0.081
H 0.260228 1.384920 0.392180 -0.086 -0.255 -0.193
C 0.672923 0.306066 -1.435283 -0.764 -1.784 -1.409
O 0.067254 1.415674 -1.996809 -0.513 -0.444 0.694
C 0.779691 1.985178 -3.073086 0.567 0.545 -0.879
H 0.088896 -0.677595 -1.696239 0.881 1.466 0.162
H 1.665762 0.129561 -1.885508 -0.080 0.190 0.680
H 0.159210 2.792417 -3.478222 0.222 -0.229 0.189
H 1.741119 2.392047 -2.717979 -0.289 -0.042 -0.160
H 0.977611 1.261170 -3.880266 -0.153 0.119 0.279

18
Properties=species:S:1:pos:R:3:forces:R:3 method="wB97M-V/def2-TZVPD" smiles="C/C(I)=C/[C@@H](C)[NH3+]" spin_multiplicity=1 gap_ev=9.529 relative_energy_kcal_mol=20.4 charge=+1
C -0.415299 -0.724896 1.017841 2.182 1.613 -3.250
C 0.588304 0.134202 -0.100574 0.031 0.006 -0.176
C 0.921646 0.323695 -1.438326 -2.360 -1.904 3.296
C -0.860346 0.202573 2.111580 -0.079 -0.048 0.067
C 1.946219 1.252496 -1.939465 0.235 0.197 -0.361
N -1.583498 -1.252248 0.245514 -0.131 -0.195 -0.178
I -0.135183 -0.831677 -2.903369 0.296 0.286 0.317
H 0.197043 -1.551386 1.373816 -0.216 -0.113 -0.075
H 1.195974 0.751606 0.551907 0.112 0.126 0.044
H -1.531128 -0.318098 2.795357 -0.025 0.000 0.097
H -1.369424 1.078486 1.711128 -0.014 0.040 -0.035
H -0.001852 0.541079 2.686476 0.028 -0.004 -0.009
H 2.423211 1.792877 -1.125468 -0.006 -0.001 0.083
H 1.497721 1.969157 -2.629472 0.024 0.021 0.013
H 2.705279 0.700774 -2.495472 0.042 0.020 -0.002
H -2.260803 -0.488922 0.114130 0.110 -0.286 -0.055
H -2.049007 -2.027839 0.732802 0.039 0.185 -0.205
H -1.268857 -1.551879 -0.708404 -0.267 0.057 0.429

19
Properties=species:S:1:pos:R:3:forces:R:3 method="wB97M-V/def2-TZVPD" spin_multiplicity=1 gap_ev="6.444 / 7.703" relative_energy_kcal_mol=78.8 charge=+1
C 1.027970 1.057277 -0.920390 -0.790 -1.159 0.538
C -0.316083 -0.226915 -0.011024 0.951 1.135 -0.822
C 0.620438 -2.527393 -0.229438 -0.052 0.103 0.026
C -0.742141 2.302593 0.281932 -0.635 0.699 -0.009
C 0.376781 -1.334245 0.697965 -0.068 -0.325 -0.014
N 0.219505 1.195820 0.278647 0.060 -0.530 -0.014
O -1.344127 -0.333846 -0.728758 0.757 0.336 -0.020
I -3.395863 -0.072459 0.058841 -0.382 -0.077 0.271
H 2.024767 0.672767 -0.839567 0.193 0.001 0.235
H 0.629072 1.431740 -1.841325 -0.273 0.143 -0.058
H 1.083813 -3.336745 0.325836 0.018 -0.060 0.038
H 1.275139 -2.247121 -1.051079 0.059 0.002 -0.060
H -0.318969 -2.882164 -0.643797 -0.042 -0.053 -0.032
H -1.349256 2.270242 1.184843 0.075 -0.121 -0.040
H -0.207776 3.250646 0.239356 0.139 -0.131 -0.010
H -1.392412 2.224284 -0.589223 0.111 -0.094 0.064
H 1.316870 -1.000780 1.139849 -0.057 0.117 0.045
H -0.288602 -1.651659 1.511329 0.031 0.106 0.076
H 0.780879 1.207949 1.136010 -0.094 -0.093 -0.216

28
Properties=species:S:1:pos:R:3:forces:R:3 method="wB97M-V/def2-TZVPD" spin_multiplicity=2 gap_ev="6.583 / 6.008" relative_energy_kcal_mol=12.0 charge=+2
Ir 0.087255 -0.413856 -0.099630 0.172 0.413 0.879
N 0.577382 1.746447 -0.025134 -0.095 0.024 -0.228
N 0.611993 2.184252 1.307863 0.020 0.035 0.101
C 0.309447 1.343282 2.330466 -0.085 0.010 -0.227
N 0.374156 1.828579 3.547473 -0.044 0.017 0.117
N -0.027903 0.091061 1.949074 -0.054 -0.197 0.382
N -0.458230 -0.857807 2.951400 0.320 0.467 -0.021
O -0.790355 -1.920325 2.507895 -0.098 -0.114 -0.073
O -0.441792 -0.534212 4.114184 -0.058 -0.092 -0.273
H 1.493243 1.891678 -0.456101 -0.006 0.022 -0.068
H -0.102262 2.286528 -0.565699 -0.004 -0.029 -0.048
H 0.855235 3.147902 1.485701 0.017 0.015 -0.032
H 0.625245 2.790445 3.719648 0.004 0.007 -0.034
H 0.129457 1.237829 4.330383 0.022 -0.006 0.001
C -2.831426 -3.627446 -1.303987 0.107 -0.075 0.139
C -1.646806 -2.863608 -0.812666 -0.736 -0.224 -0.533
S -1.882667 -1.313104 -0.366656 -0.204 0.227 0.131
C -0.337364 -3.436303 -0.648282 0.258 -0.803 -0.362
C 0.022065 -4.836707 -1.041176 -0.165 0.065 0.165
S 0.780659 -2.507023 0.079039 0.334 0.136 0.035
H -3.733761 -3.017961 -1.295940 0.021 0.017 0.002
H -3.000713 -4.512058 -0.684461 0.041 -0.003 -0.011
H -2.650271 -3.966679 -2.328034 0.045 0.011 0.006
H -0.850466 -5.435857 -1.288903 -0.016 0.025 0.048
H 0.587349 -5.333101 -0.250061 -0.010 0.023 0.004
H 0.673813 -4.797696 -1.917212 -0.039 0.037 -0.062
O 0.332602 -0.603943 -2.052286 0.397 -0.436 -0.205
O -0.179053 0.383832 -2.701514 -0.143 0.428 0.166

23
Properties=species:S:1:pos:R:3:forces:R:3 method="wB97M-V/def2-TZVPD" spin_multiplicity=1 gap_ev=3.716 charge=0
K -0.615443 1.023258 -2.998479 0.243 -0.157 -0.405
C 0.895117 -2.342812 -7.868929 1.106 0.290 -1.082
C 1.258427 -0.883502 -7.788209 0.699 3.178 -1.638
O 1.525817 -0.363172 -6.696379 -0.163 -0.697 3.633
O 1.334437 -0.117902 -8.785379 -0.643 -1.654 -1.367
H 1.790937 -2.874102 -7.547469 -0.438 -0.290 1.204
H 0.938347 -2.652282 -8.913189 -1.116 0.152 -0.168
H -0.048743 -2.442072 -7.332869 0.278 -0.808 -0.063
O -1.010043 1.429978 1.616681 -0.156 0.327 1.337
S -1.231433 1.942658 2.960441 -0.246 0.709 1.058
O -2.358243 2.846338 3.235891 2.077 -2.078 -0.520
O -1.379513 0.672368 4.049991 0.694 1.496 -1.001
C -0.247403 -0.226012 4.199121 0.303 -1.101 -1.650
C -0.772393 -1.575992 4.600531 -0.508 -0.448 0.942
C 0.295367 2.789428 3.648241 -1.554 -0.196 -0.246
H 0.606817 0.100048 4.792511 -0.637 0.653 0.641
H 0.213337 -0.438502 3.234421 -0.087 0.578 -0.480
H -1.341313 -2.078562 3.818301 -0.080 0.359 -0.103
H -1.409143 -1.490032 5.481011 -0.088 -0.042 0.024
H 0.022397 -2.271922 4.869001 0.270 0.235 -0.016
H 0.103557 2.656368 4.712951 0.505 -0.013 0.016
H 0.165287 3.849098 3.428501 -0.089 -0.121 -0.184
H 1.263817 2.447328 3.283311 -0.368 -0.372 0.066

17
Properties=species:S:1:pos:R:3:forces:R:3 method="wB97M-V/def2-TZVPD" spin_multiplicity=1 gap_ev=7.684 relative_energy_kcal_mol=91.2 charge=0
C -1.034289 1.725057 -0.598440 -0.024 0.186 -0.074
N -0.356643 1.071630 0.316058 0.288 -0.207 0.085
C -0.474062 0.647254 1.714774 -0.210 0.037 0.250
C 0.608831 0.343539 0.779946 -0.104 0.240 -0.187
C -0.715900 -1.690568 -1.265706 -0.023 -0.034 -0.033
C 1.983948 -0.080729 0.449183 0.041 -0.029 -0.021
H -0.592358 1.848053 -1.578152 -0.050 0.007 0.133
H -1.106473 -0.671066 -1.189607 0.054 -0.267 -0.026
H -2.004905 2.119915 -0.339670 0.140 -0.043 0.022
H -1.272110 -0.077414 1.920248 0.154 0.056 -0.032
H -0.403222 1.453185 2.455389 -0.009 -0.063 -0.110
H -0.356296 -2.029323 -0.290644 -0.088 0.032 -0.163
H 0.113084 -1.706254 -1.979413 -0.132 -0.037 0.089
H -1.511583 -2.351637 -1.613832 0.118 0.024 0.001
H 2.259931 -0.964011 1.033224 -0.055 0.128 -0.072
H 2.056539 -0.349011 -0.611194 -0.027 0.054 0.160
H 2.728416 0.702113 0.652562 -0.074 -0.088 -0.022

| no. | largest force on an atom (eV/Å) | energy (hartree) |
| --- | --- | --- |
| 1 | 2.7 | -2138.4261 |
| 2 | 4.2 | -296.9293 |
| 3 | 4.7 | -351.3514 |
| 4 | 6.1 | -426.5559 |
| 5 | 6.7 | -426.5182 |
| 6 | 6.0 | -975.2617 |
| 7 | 5.5 | -694.9874 |
| 8 | 2.4 | -1760.8102 |
| 9 | 4.5 | -549.2700 |
| 10 | 1.7 | -624.4137 |
| 11 | 1.0 | -1671.7185 |
| 12 | 3.7 | -1571.3345 |
| 13 | 0.4 | -251.7172 |